Arrangement P

ORCA calculation (ωB97M-V with the def2-TZVPD basis set) on a cluster of 16 separate species, C81H205N11O27 in total.

Atoms and positions in Å:
C (5.10700, 1.14271, -5.40869)
C (5.65590, 1.73873, -6.63312)
C (4.60828, 2.13674, -7.66644)
O (6.36403, 2.90372, -6.19782)
H (5.94723, 0.88998, -4.75336)
H (4.56088, 0.24271, -5.65947)
H (4.45581, 1.86307, -4.95162)
H (6.39262, 1.10576, -7.12172)
H (4.00352, 2.94034, -7.30257)
H (3.99199, 1.30493, -8.04094)
H (5.14008, 2.55826, -8.54018)
H (6.67081, 3.32752, -7.01274)
C (7.74671, -1.66855, -2.56985)
C (6.71863, -2.75976, -2.68581)
C (5.38503, -2.36806, -3.25204)
O (7.23301, -3.80830, -3.57990)
H (7.38803, -0.77838, -2.04436)
H (8.02437, -1.32258, -3.56744)
H (8.63616, -2.01866, -2.05045)
H (6.43581, -3.18006, -1.69722)
H (4.74700, -3.24272, -3.39420)
H (5.51163, -1.92116, -4.23419)
H (4.87886, -1.71769, -2.56603)
H (8.12065, -4.11554, -3.30669)
C (-2.93492, -2.12974, 0.50391)
C (-2.23005, -3.12365, -0.41014)
C (-0.81950, -2.64490, -0.75315)
O (-2.22841, -4.36380, 0.27957)
H (-3.07058, -1.14670, 0.06697)
H (-2.30672, -1.98324, 1.37596)
H (-3.94257, -2.47528, 0.81770)
H (-2.80153, -3.22214, -1.35729)
H (-0.15816, -3.49525, -1.01156)
H (-0.30645, -2.00516, -0.02572)
H (-0.89368, -1.97621, -1.63590)
H (-1.52222, -5.04189, 0.04673)
C (-3.30735, -3.73680, -5.43474)
C (-4.07694, -3.21351, -4.24634)
C (-3.70243, -1.88731, -3.64525)
O (-5.43850, -3.16485, -4.70093)
H (-2.25075, -3.84997, -5.18566)
H (-3.37653, -3.02097, -6.25819)
H (-3.65828, -4.70202, -5.71771)
H (-4.01160, -3.97860, -3.49269)
H (-2.62594, -1.69709, -3.50438)
H (-4.24652, -1.80475, -2.69550)
H (-4.18023, -1.16388, -4.29317)
H (-5.97318, -3.28426, -3.89541)
C (3.79012, -4.04283, -0.41189)
C (2.76143, -5.10862, -0.75958)
C (2.82842, -5.63213, -2.23452)
O (3.05957, -6.17657, 0.16422)
H (3.67769, -3.12294, -1.01214)
H (4.80352, -4.39778, -0.56040)
H (3.63825, -3.73004, 0.63469)
H (1.75873, -4.70525, -0.59498)
H (2.68820, -4.73364, -2.86804)
H (2.03568, -6.36055, -2.44348)
H (3.80484, -6.05790, -2.49588)
H (2.63302, -6.97865, -0.14953)
C (1.69845, -7.50702, 8.96414)
O (1.55829, -6.34383, 8.24068)
C (2.82120, -5.92647, 7.81117)
C (2.73907, -4.63121, 7.09169)
N (2.28240, -4.77825, 5.72450)
C (0.84173, -4.59085, 5.51360)
C (0.49812, -4.56730, 4.02514)
O (1.07138, -3.42299, 3.47475)
C (0.95613, -3.40419, 2.05785)
H (0.76463, -7.87873, 9.35887)
H (2.45289, -7.38837, 9.77090)
H (2.16080, -8.31315, 8.34018)
H (3.23773, -6.69494, 7.10975)
H (3.50320, -5.85272, 8.64649)
H (3.67674, -4.06900, 7.13224)
H (2.03117, -3.95544, 7.63508)
H (2.80477, -4.15316, 5.13111)
H (0.44480, -3.66644, 5.95896)
H (0.23435, -5.38612, 5.97999)
H (-0.57719, -4.50426, 3.97131)
H (0.83094, -5.43978, 3.47305)
H (1.16094, -2.37485, 1.77583)
H (-0.07902, -3.71955, 1.74504)
H (1.66348, -4.14353, 1.65967)
C (-4.34128, 12.34953, 2.01041)
O (-3.55719, 11.31669, 1.44943)
C (-3.91374, 10.99159, 0.14593)
C (-3.15924, 9.76139, -0.26144)
N (-3.58150, 8.70156, 0.59047)
C (-2.72909, 7.50291, 0.51970)
C (-3.23243, 6.57754, -0.62785)
O (-2.59471, 5.33951, -0.59291)
C (-3.00832, 4.55863, -1.68763)
H (-3.97364, 12.39620, 3.04988)
H (-5.42045, 12.13305, 1.98980)
H (-4.21243, 13.29848, 1.44763)
H (-3.78149, 11.84705, -0.53381)
H (-4.99914, 10.81424, 0.11334)
H (-2.05440, 10.04562, -0.33013)
H (-3.44228, 9.54917, -1.30615)
H (-3.68178, 9.05514, 1.51400)
H (-2.83776, 6.85486, 1.38582)
H (-1.64058, 7.72966, 0.43816)
H (-2.99777, 7.02379, -1.59613)
H (-4.31150, 6.44510, -0.49719)
H (-2.59999, 3.55869, -1.52376)
H (-2.58717, 4.93333, -2.65459)
H (-4.09016, 4.54579, -1.75777)
C (-7.34261, -2.80737, 7.67653)
O (-6.60232, -1.62914, 7.75722)
C (-5.66297, -1.62042, 8.81049)
C (-4.75384, -0.40043, 8.63460)
N (-3.72879, -0.57281, 7.58243)
C (-2.59321, -1.46346, 7.91615)
C (-1.63130, -1.41523, 6.70776)
O (-2.36265, -1.93305, 5.57449)
C (-1.77609, -1.48598, 4.39279)
H (-6.69822, -3.69145, 7.52010)
H (-7.88754, -2.63342, 6.75785)
H (-7.98713, -2.88576, 8.55639)
H (-5.00929, -2.50440, 8.82399)
H (-6.25501, -1.61483, 9.76009)
H (-4.16450, -0.17154, 9.51345)
H (-5.37573, 0.44918, 8.38761)
H (-4.20344, -0.98784, 6.77757)
H (-2.79775, -2.49436, 8.18850)
H (-2.13793, -0.96612, 8.76693)
H (-0.68944, -1.96808, 6.91181)
H (-1.27401, -0.40347, 6.53771)
H (-2.49131, -1.83435, 3.65286)
H (-0.77110, -1.87202, 4.26534)
H (-1.78563, -0.39254, 4.34236)
C (4.69072, 2.70026, 3.55495)
O (4.80997, 3.83653, 2.75715)
C (3.49344, 4.44473, 2.57968)
C (3.43852, 5.27757, 1.32684)
N (3.45974, 4.39332, 0.18857)
C (3.23770, 5.04485, -1.08034)
C (4.33594, 6.08440, -1.56657)
O (5.65182, 5.54634, -1.49539)
C (5.83060, 4.63331, -2.54502)
H (3.91017, 2.04845, 3.13256)
H (4.39493, 3.01708, 4.58917)
H (5.66221, 2.22867, 3.61002)
H (3.21544, 4.96245, 3.50901)
H (2.79533, 3.63829, 2.46132)
H (4.29735, 5.98273, 1.29279)
H (2.51569, 5.90015, 1.34254)
H (4.37207, 3.97618, 0.12309)
H (2.34678, 5.63575, -0.90255)
H (3.04372, 4.28177, -1.86653)
H (4.30042, 6.89815, -0.83445)
H (4.11748, 6.50736, -2.59259)
H (6.83114, 4.18558, -2.40647)
H (5.77423, 5.06993, -3.55697)
H (5.06771, 3.88788, -2.51731)
C (4.45018, -2.16972, 3.56182)
O (4.66711, -2.31900, 4.96178)
C (4.53170, -1.09399, 5.64737)
C (3.22293, -0.88475, 6.35963)
N (2.01586, -0.81098, 5.53202)
C (1.92341, 0.32661, 4.60145)
C (0.96987, 1.38081, 4.98863)
O (1.35494, 1.94864, 6.19719)
C (0.62839, 1.53075, 7.35483)
H (5.23354, -1.57612, 3.10680)
H (3.42662, -1.79751, 3.36796)
H (4.53152, -3.20245, 3.20701)
H (4.68655, -0.22207, 4.97875)
H (5.38821, -0.98697, 6.34667)
H (3.29244, 0.04394, 6.96991)
H (3.08627, -1.71284, 7.04563)
H (1.88789, -1.67489, 5.02642)
H (1.64269, 0.07110, 3.59308)
H (2.91998, 0.76446, 4.64249)
H (-0.02216, 0.97307, 5.17903)
H (0.95910, 2.12702, 4.18101)
H (-0.44443, 1.75674, 7.21362)
H (1.07824, 2.13775, 8.15148)
H (0.83468, 0.52442, 7.73365)
C (-0.57431, -6.62673, -4.30426)
O (-0.60112, -7.28352, -3.04899)
C (-1.83943, -7.06455, -2.38620)
C (-1.68464, -7.65949, -1.00950)
N (-0.72380, -6.86122, -0.29941)
C (-0.24803, -7.27637, 1.00687)
C (0.37846, -8.67211, 0.91882)
O (1.31060, -8.69388, -0.14262)
C (2.09294, -9.82995, -0.32295)
H (-0.43054, -5.55339, -4.20562)
H (-1.43570, -6.88317, -4.94794)
H (0.31361, -6.98182, -4.83405)
H (-2.65514, -7.50540, -2.96107)
H (-1.98536, -5.99744, -2.34726)
H (-1.44746, -8.73965, -1.14421)
H (-2.64165, -7.55155, -0.50910)
H (0.05313, -6.73338, -0.92755)
H (-1.03186, -7.21147, 1.74346)
H (0.55259, -6.63416, 1.31060)
H (-0.32274, -9.50543, 0.76028)
H (0.93378, -8.91306, 1.83115)
H (2.74323, -10.06065, 0.53889)
H (2.62777, -9.74330, -1.26326)
H (1.44151, -10.73951, -0.41028)
C (1.63164, -6.57520, -12.35453)
O (0.25046, -6.30157, -12.23976)
C (-0.15608, -5.03245, -12.74188)
C (0.37115, -3.79690, -11.92192)
N (0.06024, -3.77877, -10.46621)
C (-1.34470, -3.78960, -10.15279)
C (-1.53494, -3.99001, -8.63973)
O (-0.87837, -5.12875, -8.17568)
C (-1.50066, -6.33270, -8.54099)
H (2.28587, -6.10708, -11.59036)
H (2.04218, -6.24629, -13.31837)
H (1.74937, -7.63716, -12.19142)
H (-1.24362, -5.12147, -12.73837)
H (0.22541, -4.97949, -13.76028)
H (-0.10200, -2.94424, -12.39978)
H (1.47024, -3.74717, -12.00665)
H (0.52286, -4.58418, -10.05964)
H (-1.92400, -4.58293, -10.69595)
H (-1.81628, -2.81748, -10.38430)
H (-2.55222, -3.99546, -8.27901)
H (-1.04732, -3.15250, -8.16209)
H (-1.31047, -7.13470, -7.78779)
H (-1.17188, -6.79127, -9.46945)
H (-2.59129, -6.25560, -8.56379)
C (-4.48234, 3.29320, 1.33711)
O (-4.69522, 2.13396, 2.14754)
C (-5.15747, 1.01107, 1.51680)
C (-5.50951, 0.01178, 2.61462)
N (-6.52128, 0.64620, 3.54936)
C (-6.71148, -0.19423, 4.72600)
C (-7.75116, 0.42507, 5.59928)
O (-7.12507, 1.58126, 6.21106)
C (-7.96868, 2.20483, 7.08126)
H (-4.50845, 4.17463, 2.00713)
H (-5.32131, 3.34575, 0.65391)
H (-3.54510, 3.27247, 0.79071)
H (-4.46197, 0.59964, 0.76040)
H (-6.15362, 1.16505, 1.00653)
H (-4.63265, -0.31394, 3.19512)
H (-6.06785, -0.82293, 2.19016)
H (-6.12102, 1.54705, 3.80862)
H (-5.75747, -0.33826, 5.30428)
H (-6.97010, -1.22008, 4.41131)
H (-7.92560, -0.32777, 6.31939)
H (-8.71100, 0.65257, 5.05888)
H (-8.25380, 1.64005, 7.97189)
H (-8.88485, 2.62399, 6.65796)
H (-7.43134, 3.07652, 7.50736)
C (-0.99725, 5.75106, -9.62802)
O (-1.50591, 5.40491, -8.36014)
C (-1.47010, 6.53513, -7.50776)
C (-2.02078, 6.15173, -6.15203)
N (-1.41440, 4.92116, -5.62280)
C (-2.05968, 3.69704, -6.04372)
C (-1.42632, 2.54201, -5.36809)
O (-1.89691, 2.46219, -4.02035)
C (-1.23055, 1.38679, -3.34990)
H (0.07949, 5.93618, -9.55781)
H (-1.44495, 6.64867, -10.03113)
H (-1.18979, 4.93193, -10.35365)
H (-1.91696, 7.40569, -8.02894)
H (-0.42843, 6.77836, -7.32010)
H (-3.12377, 5.98397, -6.10499)
H (-1.87298, 6.96270, -5.41125)
H (-1.23993, 4.99212, -4.60748)
H (-1.88015, 3.55141, -7.09413)
H (-3.13845, 3.76086, -5.89546)
H (-0.32200, 2.67884, -5.31836)
H (-1.54832, 1.54469, -5.80212)
H (-0.17883, 1.60631, -3.18092)
H (-1.26443, 0.50768, -3.95290)
H (-1.74177, 1.22815, -2.38906)
C (1.11603, -2.69639, -3.98718)
O (1.81151, -1.88855, -3.03624)
C (2.26744, -0.72695, -3.70515)
C (2.89315, 0.13686, -2.66067)
N (1.82731, 0.67659, -1.79722)
C (2.35401, 1.32974, -0.58359)
C (1.16768, 1.76997, 0.30293)
O (0.39003, 0.60504, 0.68320)
C (-0.89009, 1.02858, 1.13460)
H (0.47541, -2.05663, -4.62635)
H (0.47311, -3.38091, -3.41161)
H (1.85374, -3.19434, -4.58587)
H (1.49300, -0.17799, -4.27357)
H (3.05810, -0.96309, -4.46305)
H (3.43028, 0.98850, -3.11895)
H (3.57324, -0.49857, -2.08961)
H (1.26836, -0.13352, -1.51235)
H (2.89190, 2.22771, -0.90115)
H (3.03671, 0.72075, 0.03675)
H (0.53890, 2.44464, -0.27156)
H (1.48370, 2.27063, 1.22340)
H (-1.59639, 0.20316, 1.21380)
H (-1.19957, 1.85161, 0.51174)
H (-0.79196, 1.50601, 2.11781)
C (3.90228, 9.28960, 4.21209)
O (3.38164, 8.03215, 4.49340)
C (2.75662, 8.03492, 5.75776)
C (2.18492, 6.64628, 5.95521)
N (1.07643, 6.47625, 5.06755)
C (0.27063, 5.34840, 5.43231)
C (-0.65686, 5.08983, 4.25522)
O (0.20844, 4.79930, 3.15976)
C (-0.60504, 4.87135, 1.97989)
H (4.33904, 9.26488, 3.20316)
H (4.68204, 9.55497, 4.98216)
H (3.06378, 9.99743, 4.18321)
H (1.99206, 8.80385, 5.83547)
H (3.45691, 8.36513, 6.53415)
H (1.77024, 6.56503, 6.95154)
H (2.93376, 5.86282, 5.82570)
H (1.41409, 6.30244, 4.12448)
H (-0.27636, 5.52278, 6.35855)
H (0.84882, 4.44171, 5.62717)
H (-1.16436, 6.02949, 4.05576)
H (-1.41071, 4.30722, 4.36934)
H (-1.50364, 4.22119, 2.14111)
H (-0.00775, 4.50076, 1.15266)
H (-0.98876, 5.88761, 1.80888)

Computed properties:
HOMO level: -8.24 eV
Kohn-Sham gap: 8.660 eV
multiplicity: 1
lowest unoccupied orbital energy: 0.4 eV


Arrangement Q

ORCA calculation (ωB97M-V with the def2-TZVPD basis set) on a cluster of 16 separate species, C81H205N11O27 in total.

Atoms and positions in Å:
C (0.32223, 5.41033, -7.32069)
C (-0.42967, 4.07226, -7.19673)
C (-1.28332, 4.04641, -5.99340)
O (-1.21068, 3.90169, -8.38779)
H (0.74345, 5.44748, -8.35834)
H (1.24386, 5.62643, -6.74448)
H (-0.34115, 6.21062, -7.20295)
H (0.36014, 3.28517, -7.09990)
H (-0.70904, 4.42626, -5.13979)
H (-1.58988, 2.99290, -5.78443)
H (-2.15804, 4.69313, -6.10853)
H (-0.66025, 3.64869, -9.11055)
C (-4.92287, 2.17585, 3.57513)
C (-5.20494, 1.89206, 2.09849)
C (-6.66779, 1.25243, 1.98017)
O (-5.06107, 3.09621, 1.32652)
H (-5.49663, 1.50029, 4.15185)
H (-5.24408, 3.21296, 3.78176)
H (-3.87143, 2.16769, 3.78456)
H (-4.44524, 1.15306, 1.70295)
H (-6.63347, 0.43916, 2.69549)
H (-6.84209, 0.92122, 0.98681)
H (-7.37589, 1.96963, 2.34798)
H (-5.97723, 3.30813, 0.98383)
C (-2.28355, 0.23922, -4.76634)
C (-1.48157, -1.04202, -4.88913)
C (-0.67318, -1.11525, -6.12122)
O (-0.61804, -1.15014, -3.72791)
H (-1.68494, 1.13934, -4.85325)
H (-2.71925, 0.31759, -3.79237)
H (-3.18135, 0.26566, -5.42093)
H (-2.13822, -1.85202, -4.74821)
H (-0.00726, -1.98896, -6.16233)
H (-0.04216, -0.20752, -6.22488)
H (-1.27102, -1.10795, -7.07353)
H (-0.10261, -2.02925, -3.75307)
C (-5.56694, 2.87845, -7.55411)
C (-5.76420, 4.33286, -7.50035)
C (-6.27556, 4.76749, -6.16148)
O (-4.56730, 5.07293, -7.67775)
H (-6.44216, 2.42061, -7.14711)
H (-4.76549, 2.49758, -6.87638)
H (-5.25568, 2.43455, -8.53297)
H (-6.48682, 4.54216, -8.34447)
H (-7.26683, 4.44878, -5.94839)
H (-6.33449, 5.82619, -6.12230)
H (-5.69128, 4.34944, -5.31069)
H (-3.90541, 4.54781, -8.19070)
C (-0.94025, 1.35010, -1.02120)
C (0.49875, 0.95251, -0.88250)
C (0.71335, -0.36335, -0.17391)
O (1.10953, 0.78483, -2.21638)
H (-1.32614, 1.81215, -0.13146)
H (-1.56208, 0.50537, -1.24998)
H (-1.03929, 2.18370, -1.73746)
H (1.07129, 1.75427, -0.40179)
H (1.80231, -0.52891, -0.25052)
H (0.25327, -1.18460, -0.68081)
H (0.38021, -0.29665, 0.86033)
H (0.57655, 0.16785, -2.69234)
C (4.86817, -6.64310, 4.73501)
O (4.33204, -6.59502, 6.01404)
C (3.37309, -5.53683, 6.07092)
C (3.18597, -5.27497, 7.52398)
N (2.06312, -4.33744, 7.79307)
C (0.74479, -5.01669, 7.77291)
C (-0.47076, -4.11858, 7.92111)
O (-0.74729, -3.28940, 6.74980)
C (-0.65928, -4.00873, 5.52926)
H (5.22259, -5.66915, 4.53471)
H (4.17194, -6.92044, 3.90029)
H (5.68431, -7.40594, 4.63056)
H (2.41440, -5.85764, 5.60963)
H (3.59351, -4.57944, 5.45591)
H (4.10525, -4.91211, 7.94994)
H (3.00728, -6.23159, 8.05867)
H (2.02744, -3.52314, 7.20667)
H (0.74953, -5.82340, 8.51233)
H (0.60198, -5.56017, 6.82375)
H (-0.21035, -3.39891, 8.69986)
H (-1.31763, -4.69854, 8.38215)
H (-1.28476, -3.40580, 4.91783)
H (-1.03853, -4.99058, 5.69426)
H (0.36081, -4.07751, 5.09493)
C (-4.01137, 3.93917, -2.29464)
O (-5.44026, 4.08844, -2.07590)
C (-6.13847, 2.89707, -1.69514)
C (-7.52263, 3.28824, -1.17964)
N (-7.36173, 4.26026, -0.04936)
C (-8.63274, 4.73579, 0.51263)
C (-8.40451, 6.04514, 1.25023)
O (-7.91497, 6.95619, 0.26392)
C (-7.78659, 8.30100, 0.80066)
H (-3.59900, 3.60776, -1.34317)
H (-3.62903, 4.87298, -2.65106)
H (-3.82973, 3.15541, -3.05449)
H (-5.57959, 2.27636, -0.94948)
H (-6.32230, 2.16644, -2.50211)
H (-7.96762, 2.35199, -0.88087)
H (-8.04694, 3.69624, -2.06263)
H (-6.97206, 5.14317, -0.49613)
H (-9.03865, 3.91254, 1.14422)
H (-9.40649, 4.89090, -0.26503)
H (-7.59601, 5.99588, 1.98173)
H (-9.34371, 6.52394, 1.59877)
H (-7.55743, 8.98384, -0.01876)
H (-7.01875, 8.34861, 1.52597)
H (-8.71256, 8.68892, 1.20251)
C (-6.91926, -5.62506, -1.30284)
O (-6.22627, -5.60262, -0.11506)
C (-6.71874, -4.61615, 0.81654)
C (-5.69022, -4.45776, 1.89361)
N (-6.21068, -3.63354, 2.95134)
C (-5.24995, -3.17173, 3.91876)
C (-4.39657, -1.98384, 3.39054)
O (-3.12700, -2.38585, 2.93780)
C (-2.07603, -1.42556, 2.84645)
H (-6.33362, -6.27312, -1.93749)
H (-7.05750, -4.66270, -1.85438)
H (-7.91372, -5.95252, -1.16506)
H (-7.70899, -4.88643, 1.21374)
H (-6.88026, -3.64489, 0.30922)
H (-4.81865, -4.00183, 1.43913)
H (-5.30200, -5.44363, 2.19275)
H (-7.04733, -4.06956, 3.30464)
H (-4.54844, -4.01336, 4.18728)
H (-5.85181, -2.81386, 4.75791)
H (-4.17601, -1.29201, 4.24344)
H (-4.92020, -1.38070, 2.59546)
H (-1.77571, -0.94486, 3.80437)
H (-2.35240, -0.62286, 2.08546)
H (-1.13465, -1.86570, 2.53378)
C (4.55078, -2.54028, -5.32614)
O (3.58308, -1.54671, -5.43713)
C (3.74104, -0.41853, -4.55895)
C (2.84223, 0.77086, -5.05344)
N (3.02094, 1.85344, -4.15950)
C (2.25589, 2.99015, -4.60484)
C (1.87013, 3.99635, -3.54213)
O (1.65630, 5.18029, -4.23620)
C (0.91479, 6.17205, -3.51275)
H (4.14241, -3.37899, -5.82703)
H (4.58253, -2.79216, -4.28019)
H (5.45746, -2.16933, -5.86272)
H (4.75892, -0.03220, -4.54362)
H (3.45945, -0.56355, -3.53276)
H (1.78739, 0.39654, -5.15293)
H (3.13335, 1.07399, -6.06689)
H (2.63410, 1.57421, -3.27741)
H (1.29770, 2.72704, -5.06652)
H (2.74795, 3.57421, -5.38749)
H (2.60827, 4.06546, -2.75987)
H (0.96260, 3.70399, -3.01973)
H (-0.07494, 5.77433, -3.29706)
H (0.88000, 6.95032, -4.25307)
H (1.47861, 6.46927, -2.64097)
C (-2.05127, 8.08343, -6.25275)
O (-1.68948, 8.13037, -4.96482)
C (-2.51609, 7.66073, -3.95458)
C (-2.25606, 8.52678, -2.70354)
N (-2.51715, 7.81307, -1.42993)
C (-3.88761, 7.39276, -1.21834)
C (-4.09828, 6.51063, 0.05696)
O (-3.78963, 7.32073, 1.13564)
C (-4.30414, 7.10387, 2.47613)
H (-3.03348, 8.54004, -6.40039)
H (-1.96369, 7.07791, -6.75032)
H (-1.34009, 8.69756, -6.81881)
H (-2.24272, 6.61117, -3.64339)
H (-3.57993, 7.68779, -4.25996)
H (-2.77699, 9.49816, -2.78408)
H (-1.21657, 8.80201, -2.71464)
H (-2.13481, 8.28594, -0.64004)
H (-4.30344, 6.84411, -2.09852)
H (-4.55487, 8.23992, -1.11602)
H (-3.50718, 5.58270, 0.06613)
H (-5.16775, 6.24523, -0.03906)
H (-4.35472, 8.08150, 2.96585)
H (-3.62056, 6.54431, 3.09051)
H (-5.30560, 6.63856, 2.41299)
C (2.20535, -4.09516, 2.50082)
O (3.23339, -4.11620, 1.49623)
C (2.71051, -3.84767, 0.19388)
C (2.98355, -5.06561, -0.73885)
N (2.24257, -6.22997, -0.40709)
C (2.69755, -7.48667, -0.95989)
C (2.14848, -8.74661, -0.35414)
O (2.86785, -9.14007, 0.80231)
C (2.59887, -10.45673, 1.19362)
H (1.47906, -3.27870, 2.48276)
H (2.76503, -4.07628, 3.48363)
H (1.72711, -5.04980, 2.43813)
H (3.09919, -2.95508, -0.32571)
H (1.63317, -3.67776, 0.27083)
H (4.08621, -5.16838, -0.66856)
H (2.77013, -4.76004, -1.77948)
H (2.05594, -6.29624, 0.56055)
H (3.79318, -7.50054, -0.96807)
H (2.32353, -7.35209, -1.97915)
H (2.28525, -9.51382, -1.15582)
H (1.03520, -8.57707, -0.14636)
H (1.52857, -10.66159, 1.43726)
H (3.31021, -10.65855, 2.01739)
H (3.03952, -11.18550, 0.39282)
C (6.06221, 4.25337, 2.43533)
O (4.92147, 4.64678, 1.72871)
C (3.78243, 4.22145, 2.44541)
C (2.42496, 4.73381, 2.09979)
N (2.16247, 4.34245, 0.72281)
C (1.12764, 5.18117, 0.13456)
C (-0.24267, 5.16031, 0.83742)
O (-0.54350, 3.82625, 1.06753)
C (-1.61459, 3.61243, 1.98124)
H (6.10504, 4.69511, 3.43932)
H (6.92031, 4.59358, 1.72822)
H (6.13456, 3.16865, 2.46935)
H (3.94831, 4.38788, 3.51836)
H (3.75940, 3.09083, 2.28212)
H (2.43817, 5.80617, 2.01975)
H (1.55756, 4.42608, 2.73480)
H (1.76828, 3.38827, 0.97702)
H (0.98864, 4.77025, -0.88740)
H (1.55916, 6.19164, 0.07676)
H (-0.99804, 5.61961, 0.13667)
H (-0.27656, 5.74507, 1.74157)
H (-1.77909, 2.49550, 2.02052)
H (-2.52549, 4.22508, 1.58541)
H (-1.15571, 3.98049, 2.92557)
C (4.98452, 1.18910, 8.49144)
O (4.14025, 0.58216, 7.53069)
C (3.47043, -0.62796, 7.92789)
C (2.20907, -0.79337, 7.15855)
N (2.31408, -1.47124, 5.80994)
C (2.78733, -0.68137, 4.64818)
C (2.07561, 0.60981, 4.48569)
O (0.70958, 0.30423, 4.57125)
C (-0.03818, 1.36441, 4.10845)
H (4.64289, 1.08770, 9.53328)
H (5.08284, 2.24585, 8.35245)
H (5.96706, 0.74181, 8.62783)
H (3.24590, -0.54991, 9.01481)
H (4.05415, -1.52451, 7.78583)
H (1.59184, 0.19977, 7.12525)
H (1.66017, -1.46307, 7.80736)
H (1.37400, -1.76181, 5.67334)
H (2.53148, -1.39103, 3.80989)
H (3.86464, -0.48914, 4.71157)
H (2.23730, 1.08801, 3.52251)
H (2.38899, 1.35691, 5.27283)
H (0.11595, 2.21231, 4.82636)
H (-1.11348, 1.20912, 4.13948)
H (0.17532, 1.69033, 3.08253)
C (6.16884, 2.26585, -1.53909)
O (5.67512, 1.33055, -0.59236)
C (4.34110, 1.55271, -0.12341)
C (4.04959, 0.97182, 1.19368)
N (3.98136, -0.53035, 1.29374)
C (5.26182, -1.21575, 1.01773)
C (6.34369, -0.89580, 2.02145)
O (5.91748, -1.24880, 3.36084)
C (5.82328, -2.65751, 3.56982)
H (5.78475, 3.29618, -1.42200)
H (5.75262, 2.03297, -2.57253)
H (7.24181, 2.22499, -1.59487)
H (3.63096, 1.19973, -0.80597)
H (4.13088, 2.66841, -0.01071)
H (3.09055, 1.35722, 1.49734)
H (4.78595, 1.37640, 1.92144)
H (3.73851, -0.77419, 2.22646)
H (5.63836, -0.89710, 0.02368)
H (5.04672, -2.27473, 0.97700)
H (6.51503, 0.18007, 2.00059)
H (7.26723, -1.35990, 1.68233)
H (5.42435, -2.80184, 4.59381)
H (6.81080, -3.17992, 3.51845)
H (5.03780, -3.09729, 2.89052)
C (1.01981, -4.27487, -4.10740)
O (0.45516, -3.55703, -3.01976)
C (-0.33680, -4.33083, -2.11821)
C (-1.17119, -3.50303, -1.10182)
N (-2.23641, -2.77361, -1.73315)
C (-3.31107, -2.30694, -0.77221)
C (-4.52446, -1.97206, -1.54638)
O (-5.44083, -1.25907, -0.83517)
C (-6.76803, -1.40539, -1.36917)
H (1.71377, -3.58190, -4.52832)
H (0.21885, -4.58771, -4.82087)
H (1.63024, -5.20634, -3.75090)
H (0.30620, -5.03843, -1.61950)
H (-1.06824, -4.85086, -2.72002)
H (-0.52514, -2.86953, -0.52332)
H (-1.62629, -4.24176, -0.40218)
H (-1.86964, -2.04148, -2.28803)
H (-2.96960, -1.46797, -0.19719)
H (-3.50697, -3.11433, -0.04514)
H (-4.89917, -2.98550, -1.79127)
H (-4.17548, -1.45054, -2.46797)
H (-6.89525, -0.73822, -2.21788)
H (-7.39608, -1.03213, -0.54455)
H (-6.99882, -2.47520, -1.53172)
C (9.63426, -3.37112, -2.58309)
O (9.17002, -3.90129, -1.41970)
C (8.83140, -5.27193, -1.46209)
C (8.32372, -5.79044, -0.22064)
N (7.11857, -5.04673, 0.04261)
C (6.39151, -5.45088, 1.23677)
C (5.80779, -6.81500, 1.11496)
O (6.80204, -7.70292, 1.55637)
C (6.19860, -8.99817, 1.56060)
H (10.56547, -3.75257, -2.93254)
H (9.73247, -2.32647, -2.45685)
H (9.00705, -3.50122, -3.46135)
H (9.76375, -5.85275, -1.69973)
H (8.09523, -5.41677, -2.28638)
H (9.02435, -5.71442, 0.66565)
H (8.08104, -6.82438, -0.48639)
H (7.36546, -4.07991, -0.03635)
H (5.62473, -4.71754, 1.35279)
H (7.00001, -5.43879, 2.18338)
H (5.66787, -7.09146, -0.00169)
H (4.84030, -6.92402, 1.59927)
H (5.98015, -9.26756, 0.51224)
H (5.30034, -9.11241, 2.14053)
H (6.83016, -9.69042, 2.08361)

Computed properties:
HOMO level: -8.33 eV
Kohn-Sham gap: 8.853 eV
multiplicity: 1
lowest unoccupied orbital energy: 0.5 eV


What is the least stable structure shown above? It is arrangement Q.